Entry 1:
The following is a quantum chemistry calculation of a gas-phase ion, C6H6ClN4O (charge +1) in a non-equilibrium geometry, from the OMol25 dataset.

E = -26836.70245 eV
Molar mass = 185.59 g/mol
Spin multiplicity = 1
Net charge = +1

Each line ends with the natural charge from an NBO analysis.
Geometry (Å):
C: 0.1234 1.3005 1.2827  -0.229
C: -3.8785 -0.6167 -0.5274  0.310
C: 0.5594 0.3567 0.4376  0.236
C: -1.3450 1.5067 1.5392  0.566
C: -1.5330 -0.2410 -0.0897  0.557
C: 2.1061 0.3389 0.2943  -0.616
N: -0.2523 -0.4143 -0.2503  -0.414
N: -2.5426 -0.8769 -0.8458  -0.552
N: -1.9983 0.6798 0.7320  -0.195
N: -4.1758 0.2444 0.3696  -0.379
O: -1.6381 2.3428 2.3255  -0.399
Cl: -5.5887 0.8707 0.8652  0.377
H: 0.7924 2.0406 1.8632  0.289
H: -4.4567 -1.2637 -1.2021  0.250
H: 2.6349 0.4301 1.1988  0.248
H: 2.2607 1.0076 -0.4837  0.246
H: 2.3370 -0.6753 0.0934  0.244
H: -2.1449 -1.3572 -1.6382  0.463


Entry 2:
The following is a quantum chemistry calculation of 2 unconnected molecules or ions with the total composition C6H6ClNO in a non-equilibrium geometry, from the OMol25 dataset.

E = -22374.69189 eV
Molar mass = 143.57 g/mol
Spin multiplicity = 1

Each line ends with the natural charge from an NBO analysis.
Geometry (Å):
C: 1.4380 -1.4257 0.4258  0.133
C: 0.2881 -0.8137 0.2344  0.000
C: -0.8739 -0.2561 0.0565  0.042
C: 3.1508 1.0944 -0.4110  0.421
C: -1.1075 1.2149 0.2531  -0.638
C: -2.0745 -1.0556 -0.3839  -0.633
N: 2.4577 -1.9712 0.6037  -0.276
O: 2.8518 2.0359 0.2373  -0.475
Cl: 4.5363 0.1562 -0.4378  0.062
H: -1.8533 1.3638 1.0342  0.225
H: -0.1904 1.7266 0.5332  0.237
H: -1.4935 1.6499 -0.6669  0.225
H: -1.8239 -2.1054 -0.4971  0.229
H: -2.8729 -0.9521 0.3500  0.225
H: -2.4328 -0.6618 -1.3315  0.225


Entry 3:
The following is a quantum chemistry calculation of a single C6H6F2N2 molecule in a non-equilibrium geometry, from the OMol25 dataset.

E = -14729.59367 eV
Molar mass = 144.12 g/mol
SMILES = NC=C=NCC1=CC1(F)F
Spin multiplicity = 1

Each line ends with the natural charge from an NBO analysis.
Geometry (Å):
N: 0.5992 -1.0765 2.2155  -0.815
C: 1.2647 -0.2529 1.2677  -0.223
C: 0.8959 0.9019 0.7057  0.332
N: 0.6172 1.8602 0.0009  -0.405
C: -0.1514 1.7296 -1.2463  -0.287
C: -0.9644 0.5215 -1.1457  -0.039
C: -1.1379 -0.5906 -0.4538  -0.211
C: -2.0452 -0.2866 -1.5722  0.646
F: -2.0257 -1.0508 -2.7186  -0.360
F: -3.2948 0.0470 -1.4581  -0.322
H: -0.2269 -0.6117 2.7348  0.374
H: 1.1272 -1.4069 2.9259  0.368
H: 2.3059 -0.5414 1.0566  0.232
H: -0.7794 2.5812 -1.3989  0.229
H: 0.4405 1.8289 -2.0815  0.239
H: -0.6031 -1.2846 0.0798  0.242


Entry 4:
The following is a quantum chemistry calculation of a gas-phase ion, C6H6F3N6 (charge +1) in a non-equilibrium geometry, from the OMol25 dataset.

E = -23403.87599 eV
Molar mass = 219.15 g/mol
SMILES = NC(=N\C(F)(F)F)/N=C1/NC=NC1=C=[NH2+]
Spin multiplicity = 1
Net charge = +1

Each line ends with the natural charge from an NBO analysis.
Geometry (Å):
N: -1.5192 1.7100 1.6440  -0.738
C: -0.9329 1.0167 0.7108  0.633
N: -1.0564 -0.2624 0.5043  -0.666
C: -1.7106 -1.1159 1.3502  1.066
F: -1.0444 -1.4495 2.4173  -0.317
F: -2.8859 -0.6300 1.8500  -0.342
F: -2.0598 -2.3306 0.7970  -0.343
N: -0.1697 1.5885 -0.2118  -0.467
C: 0.7747 1.0765 -0.9035  0.485
N: 1.5176 1.8236 -1.8046  -0.553
C: 2.5154 0.9353 -2.1919  0.320
N: 2.5997 -0.1746 -1.6068  -0.430
C: 1.4386 -0.2590 -0.8547  -0.014
C: 0.9386 -1.3889 -0.3178  0.578
N: 0.5576 -2.5609 -0.0694  -0.687
H: -1.6023 2.7071 1.3598  0.427
H: -2.2566 1.3122 2.1706  0.433
H: 1.2536 2.6351 -2.2066  0.441
H: 3.2511 1.3578 -2.9032  0.233
H: 0.4665 -2.8334 0.9892  0.468
H: -0.0757 -3.1573 -0.7229  0.474


Entry 5:
The following is a quantum chemistry calculation of 2 unconnected molecules or ions with the total composition C6H6F4S2 in a non-equilibrium geometry, from the OMol25 dataset.

E = -38854.01088 eV
Molar mass = 218.24 g/mol
Spin multiplicity = 1

Each line ends with the natural charge from an NBO analysis.
Geometry (Å):
C: -2.0161 -0.1807 1.9130  -0.626
C: -4.5965 -0.4789 1.7366  0.366
C: -0.2692 -0.2366 -0.4350  -0.431
C: -0.4609 1.2088 0.0407  -0.544
C: 0.2712 -1.0773 0.7190  -0.559
C: -4.5248 -0.2717 0.2405  0.795
F: -4.9406 0.6748 2.2760  -0.321
F: -4.8176 0.9657 -0.1594  -0.315
F: -5.5027 -1.1079 -0.2387  -0.317
F: -3.3439 -0.6308 -0.3392  -0.330
S: -1.8012 1.2823 1.2926  0.490
S: -1.1459 -1.6046 1.7888  0.451
H: -1.2766 -0.6239 -0.5784  0.233
H: 0.2928 -0.2462 -1.2910  0.223
H: 0.3966 1.6306 0.3536  0.210
H: -0.8088 1.7638 -0.8184  0.227
H: 0.9757 -1.8189 0.5894  0.237
H: 1.0043 -0.4782 1.4237  0.210


Entry 6:
The following is a quantum chemistry calculation of 2 unconnected molecules or ions with the total composition C6H6FNO in a non-equilibrium geometry, from the OMol25 dataset.

E = -12571.08963 eV
Molar mass = 127.12 g/mol
Spin multiplicity = 1

Each line ends with the natural charge from an NBO analysis.
Geometry (Å):
C: -0.4834 -1.8086 -0.8292  -0.249
C: -1.0367 -0.7207 -0.2578  -0.148
C: 0.9036 -1.9809 -0.8771  0.053
C: 1.2527 0.0364 -0.0127  0.047
C: -0.1105 0.2786 0.1165  -0.193
C: -0.5274 1.6030 0.6297  0.649
N: 1.7336 -1.1100 -0.4211  -0.416
O: 0.2816 2.6720 0.4323  -0.711
F: -1.8207 1.8857 0.2824  -0.362
H: -1.1225 -2.4859 -1.2225  0.210
H: -2.1303 -0.7266 -0.3313  0.242
H: 1.4721 -2.8864 -1.2845  0.199
H: 2.0828 0.6922 0.2434  0.214
H: -0.7840 1.2311 2.3582  -0.047
H: 0.2889 3.3202 1.1738  0.512